Arrangement a

9
Properties=species:S:1:pos:R:3 method="wB97M-V/def2-TZVPD" homo_energy_ev=-9.254 spin_multiplicity=1 orbital_gap_ev=9.26
C 0.819 -0.108 -0.103
C -0.517 -0.839 0.384
H -0.740 1.232 -0.366
H 0.746 2.202 -0.697
H -0.186 -1.456 1.177
N 0.248 1.020 -0.598
F -1.120 -1.584 -0.712
F -1.505 0.191 0.742
S 2.255 -0.659 0.174

Arrangement b

9
Properties=species:S:1:pos:R:3 method="wB97M-V/def2-TZVPD" homo_energy_ev=-8.758 spin_multiplicity=1 orbital_gap_ev=9.05
C 0.712 -0.685 0.294
C -1.528 0.081 -0.587
N 1.319 0.372 0.589
F -1.470 -0.865 -1.579
F -2.441 -0.373 0.248
S -0.951 1.591 -0.646
H 1.272 -1.695 0.566
H 2.263 0.445 1.109
H 0.825 1.129 0.007

Stability summary: most stable arrangement a, least stable arrangement b.

Arrangement a

102
Properties=species:S:1:pos:R:3 method="wB97M-V/def2-TZVPD" homo_energy_ev="-12.228 / -12.585" s2=6.050 spin_multiplicity=5 orbital_gap_ev="6.65 / 3.93" charge=+2
Pt 0.308 -0.950 0.961
S 2.496 -4.879 0.610
C 1.109 -5.071 1.614
C 0.397 -3.920 1.768
C 0.966 -2.846 1.053
C 2.110 -3.212 0.361
C 2.821 -2.290 -0.480
C 4.127 -2.491 -0.938
C 4.714 -1.520 -1.725
C 3.988 -0.377 -2.036
C 2.700 -0.249 -1.535
N 2.136 -1.181 -0.791
H 0.898 -6.034 2.041
H -0.492 -3.845 2.372
H 4.648 -3.393 -0.658
H 5.722 -1.646 -2.089
H 4.410 0.402 -2.650
H 2.104 0.630 -1.746
O -2.530 -2.313 2.090
C -2.529 -2.016 0.917
O -1.512 -1.722 0.194
C -3.872 -1.937 0.132
N -3.742 -1.069 -1.065
C -4.622 -1.627 -2.114
C -4.400 -3.124 -1.944
C -4.309 -3.310 -0.421
H -4.623 -1.528 0.810
H -2.728 -1.142 -1.390
H -3.915 -0.062 -0.878
H -4.338 -1.243 -3.094
H -5.661 -1.357 -1.913
H -3.463 -3.419 -2.422
H -5.202 -3.715 -2.380
H -3.594 -4.091 -0.167
H -5.272 -3.591 0.000
C -3.913 2.277 -0.956
C -3.700 2.509 -2.310
C -2.415 2.603 -2.815
C -1.310 2.455 -1.973
C -1.534 2.258 -0.607
C -2.819 2.181 -0.098
As -0.594 -0.721 -2.275
C -1.020 0.009 -3.999
C -1.904 -0.696 -4.825
C -2.146 -0.302 -6.125
C -1.495 0.810 -6.645
C -0.618 1.524 -5.849
C -0.402 1.163 -4.522
C 0.492 1.990 -3.693
C 1.800 2.203 -4.129
C 2.699 2.930 -3.370
C 2.290 3.490 -2.167
C 0.990 3.310 -1.731
C 0.074 2.565 -2.474
H -4.922 2.255 -0.566
H -4.544 2.642 -2.969
H -2.266 2.825 -3.862
H -0.688 2.184 0.062
H -2.966 2.050 0.965
H -2.373 -1.596 -4.437
H -2.816 -0.880 -6.743
H -1.669 1.109 -7.667
H -0.120 2.398 -6.244
H 2.114 1.766 -5.066
H 3.714 3.068 -3.716
H 2.977 4.081 -1.580
H 0.659 3.793 -0.822
C -3.918 0.059 3.855
C -2.453 0.325 4.228
C -1.644 0.318 3.056
N -1.031 0.359 2.082
H -4.502 -0.039 4.763
H -3.998 -0.867 3.288
H -4.321 0.882 3.265
H -2.076 -0.460 4.890
H -2.344 1.289 4.731
O 1.861 0.200 1.430
C 2.447 0.438 2.676
C 2.884 -0.885 3.266
C 4.102 -1.487 3.228
C 4.081 -2.802 3.757
C 2.842 -3.187 4.159
S 1.676 -1.947 3.939
C 3.635 1.332 2.400
C 4.104 2.401 3.106
C 5.204 3.023 2.482
C 5.538 2.430 1.300
S 4.517 1.105 0.926
C 1.531 1.209 3.605
C 0.868 2.354 3.263
C 0.182 2.938 4.347
C 0.346 2.237 5.501
S 1.340 0.851 5.283
H 4.996 -1.018 2.859
H 4.958 -3.421 3.842
H 2.548 -4.116 4.609
H 3.685 2.732 4.039
H 5.721 3.874 2.889
H 6.338 2.690 0.634
H 0.886 2.762 2.267
H -0.390 3.847 4.278
H -0.039 2.461 6.478

Arrangement b

102
Properties=species:S:1:pos:R:3 method="wB97M-V/def2-TZVPD" homo_energy_ev="-11.663 / -12.510" s2=6.046 spin_multiplicity=5 orbital_gap_ev="5.74 / 4.30" charge=+2
Pt 0.784 0.862 -0.972
S 4.883 0.610 0.960
C 3.740 0.505 2.365
C 2.310 0.411 1.775
C 2.318 0.661 0.320
C 3.611 0.727 -0.194
C 3.841 0.879 -1.627
C 5.072 1.181 -2.188
C 5.159 1.336 -3.565
C 4.016 1.184 -4.327
C 2.818 0.875 -3.688
N 2.731 0.723 -2.375
H 3.961 1.309 3.066
H 1.543 0.964 2.314
H 5.944 1.300 -1.557
H 6.106 1.573 -4.031
H 4.039 1.303 -5.402
H 1.903 0.733 -4.251
O -0.242 2.800 1.956
C -0.925 1.897 1.493
O -0.532 0.710 1.176
C -2.408 2.172 1.165
N -2.882 0.986 0.375
C -4.135 0.467 0.979
C -3.940 0.792 2.456
C -3.322 2.194 2.403
H -2.460 3.096 0.597
H -2.091 0.330 0.547
H -2.866 1.153 -0.633
H -4.234 -0.595 0.764
H -4.988 1.002 0.563
H -3.242 0.081 2.902
H -4.873 0.763 3.016
H -2.768 2.463 3.300
H -4.112 2.933 2.264
C 1.297 -6.480 0.206
C 0.332 -6.520 1.202
C -0.165 -5.341 1.746
C 0.315 -4.116 1.297
C 1.263 -4.075 0.278
C 1.759 -5.256 -0.260
As -0.446 -2.436 1.993
C -0.922 -2.975 3.808
C -2.038 -3.676 4.208
C -2.205 -3.987 5.560
C -1.271 -3.575 6.509
C -0.173 -2.834 6.126
C 0.012 -2.526 4.769
C 1.140 -1.832 4.220
C 2.214 -1.291 5.011
C 3.357 -0.870 4.442
C 3.598 -0.909 2.976
C 2.331 -1.164 2.128
C 1.165 -1.749 2.813
H 1.681 -7.401 -0.215
H -0.039 -7.472 1.561
H -0.915 -5.391 2.524
H 1.600 -3.129 -0.127
H 2.499 -5.219 -1.050
H -2.789 -3.977 3.488
H -3.074 -4.551 5.873
H -1.408 -3.835 7.550
H 0.543 -2.513 6.872
H 2.101 -1.255 6.087
H 4.169 -0.499 5.061
H 4.443 -1.568 2.759
H 2.557 -1.725 1.224
C -2.586 -2.737 -3.462
C -1.075 -2.844 -3.208
C -0.621 -1.869 -2.224
N -0.285 -1.122 -1.422
H -2.873 -3.451 -4.231
H -2.852 -1.736 -3.798
H -3.147 -2.966 -2.556
H -0.517 -2.679 -4.131
H -0.811 -3.835 -2.833
O -1.072 1.561 -1.800
C -0.998 2.765 -2.530
C -1.213 2.486 -4.018
C -1.646 3.283 -5.028
C -1.639 2.630 -6.299
C -1.205 1.348 -6.221
S -0.821 0.908 -4.606
C -2.043 3.747 -2.028
C -1.896 4.905 -1.328
C -3.142 5.486 -0.938
C -4.208 4.757 -1.352
S -3.718 3.384 -2.260
C 0.392 3.338 -2.327
C 1.063 3.429 -1.118
C 2.389 3.955 -1.284
C 2.679 4.237 -2.574
S 1.366 3.867 -3.623
H -1.959 4.310 -4.880
H -1.943 3.103 -7.223
H -1.107 0.624 -7.017
H -0.936 5.341 -1.087
H -3.230 6.403 -0.371
H -5.259 4.964 -1.211
H 0.565 3.374 -0.155
H 3.068 4.143 -0.461
H 3.588 4.657 -2.981

Stability summary: most stable arrangement a, least stable arrangement b.